Entry 1:
Entry from the OMol25 dataset: C12H22N2O4Pd as an isolated structure (the ωB97M-V functional and the def2-TZVPD basis).

The orbital gap comes out at 5.2 eV. As for the molar mass: 364.7 g/mol. The total energy comes out at -27450.0642 eV. For the maximum force, the calculation gives 0.6 eV Å⁻¹. The relative energy (zero: lowest compared OMol25 entry of this formula, charge and spin) is 24.4 kJ/mol.

Structure (ORCA input):
```
! RIJCOSX wB97M-V def2-TZVPD def2/J DEFGRID3
* xyz -2 1
Pd -0.51 -0.21 0.16
O -0.96 0.58 -3.94
O -3.05 1.54 3.20
O -4.02 -2.49 0.54
O -2.32 -1.42 -0.46
N -2.01 0.33 1.54
N -1.28 3.08 0.56
C -0.11 -0.97 -5.51
C 1.27 0.30 0.20
C 3.73 0.49 0.73
C -0.64 -0.57 -4.13
C 2.01 0.62 2.54
C -1.34 2.63 1.96
C -3.11 -1.65 0.52
C -2.21 1.41 2.27
C 2.47 -1.55 1.41
C 2.37 -0.04 1.20
C -2.89 -0.79 1.78
C -0.72 -1.61 -3.08
H -1.69 -1.60 -2.57
H -1.72 3.44 2.58
H -0.82 2.33 0.04
H 4.53 0.21 1.43
H -2.48 -1.47 2.54
H 0.48 -1.89 -5.48
H -2.23 3.08 0.19
H 1.03 0.28 2.88
H 3.97 0.08 -0.25
H -3.86 -0.47 2.16
H 1.98 1.70 2.44
H -0.31 2.42 2.27
H 3.19 -1.81 2.20
H 3.70 1.58 0.64
H 2.76 0.37 3.31
H 1.54 1.29 -0.23
H 1.49 -1.95 1.68
H -0.97 -1.13 -6.17
H -0.49 -2.61 -3.45
H 2.77 -2.04 0.48
H -0.02 -1.33 -2.27
H 0.48 -0.15 -5.92
*
```

***

Entry 2:
Entry from the OMol25 dataset: one molecule with the formula C4H7N3O (the ωB97M-V functional and the def2-TZVPD basis).

The orbital gap comes out at 9.6 eV. As for the molar mass: 113.1 g/mol. The total energy comes out at -10773.4037 eV. For the maximum force, the calculation gives 4.2 eV Å⁻¹. The relative energy (zero: lowest compared OMol25 entry of this formula, charge and spin) is 612.1 kJ/mol.

Structure (ORCA input):
```
! RIJCOSX wB97M-V def2-TZVPD def2/J DEFGRID3
* xyz 0 1
O 2.46 0.23 -0.24
N 1.17 -0.04 0.29
N -1.48 -0.99 -0.27
N -0.41 -1.92 -0.21
C 0.74 -1.49 -0.02
C 0.13 0.64 -0.44
C -1.08 0.20 0.35
C -0.99 1.64 -0.10
H -1.30 2.17 -0.97
H 0.04 0.30 -1.47
H -2.30 -1.42 0.30
H -0.74 0.18 1.45
H 3.11 0.34 0.47
H 1.50 -2.27 0.18
H -0.84 2.43 0.67
*
```